DFT (ωB97M-V/def2-TZVPD) results for a single C3H4O3 molecule.

Each line ends with the natural charge from an NBO analysis.
Positions of all 10 atoms, in Å:
C 0.339 -0.951 0.111  0.964
C -0.913 0.852 0.344  0.341
C 0.380 1.173 -0.042  -0.704
O -1.093 -0.378 0.688  -0.494
O 0.004 -1.468 -1.091  -0.704
O 1.165 -1.352 0.867  -0.588
H 0.226 -2.411 -1.087  0.505
H -1.813 1.454 0.222  0.185
H 1.159 1.073 0.702  0.270
H 0.546 2.008 -0.714  0.225

SMILES: C=COC(=O)O
Charge: 0
HOMO-LUMO gap, eV: 9.08

DFT (ωB97M-V/def2-TZVPD) results for a single C6H12O molecule.

Each line ends with the natural charge from an NBO analysis.
Positions of all 19 atoms, in Å:
C -2.339 -1.216 -0.344  -0.598
C -1.225 -0.198 -0.587  -0.386
C -1.673 1.221 -0.206  -0.599
C -0.077 -0.499 0.343  0.276
O 1.013 -0.570 -0.375  -0.497
C 2.227 -0.639 0.404  -0.068
C 2.742 0.776 0.561  -0.635
H -3.219 -0.979 -0.953  0.209
H -2.011 -2.229 -0.600  0.210
H -2.630 -1.213 0.712  0.215
H -0.914 -0.213 -1.644  0.193
H -1.935 1.264 0.857  0.216
H -2.548 1.516 -0.796  0.214
H -0.878 1.954 -0.386  0.209
H 1.973 -1.094 1.365  0.203
H 2.918 -1.279 -0.152  0.186
H 1.969 1.381 1.048  0.220
H 2.960 1.214 -0.418  0.213
H 3.649 0.804 1.172  0.219

Charge: 0
HOMO-LUMO gap, eV: 9.46

DFT (ωB97M-V/def2-TZVPD) results for a gas-phase ion, C5H13N2 (charge +1).

Each line ends with the natural charge from an NBO analysis.
Positions of all 20 atoms, in Å:
C 0.368 -2.717 -0.488  -0.609
C 1.160 -1.550 0.133  -0.386
C 0.335 -0.597 1.031  -0.406
C -0.680 0.215 0.157  -0.241
N -1.114 3.030 0.297  -0.779
C -0.332 2.498 -0.634  0.423
N 0.066 1.253 -0.584  -0.477
H -0.357 -2.330 -1.208  0.191
H 0.970 -3.432 -1.026  0.237
H -0.159 -3.177 0.353  0.211
H 2.086 -1.922 0.568  0.235
H 1.470 -0.965 -0.755  0.154
H -0.133 -1.157 1.836  0.236
H 1.039 0.167 1.366  0.211
H -1.415 0.656 0.817  0.225
H -1.159 -0.466 -0.544  0.233
H -1.050 2.882 1.293  0.439
H -1.892 3.604 -0.012  0.436
H 0.001 3.149 -1.441  0.225
H 0.795 0.860 -1.157  0.441

SMILES: CCCC/[NH+]=C\N
Charge: +1
HOMO-LUMO gap, eV: 10.71

DFT (ωB97M-V/def2-TZVPD) results for 6 unconnected molecules or ions with the total composition C39H85FN5O6.

Each line ends with the Mulliken charge.
Positions of all 136 atoms, in Å:
C -4.146 -2.823 1.325  -0.561
O -4.872 -1.721 0.831  -0.546
C -4.053 -0.612 0.469  0.072
C -3.825 -0.538 -1.047  -0.991
C -2.409 -0.902 -1.506  -0.095
C -1.448 0.288 -1.494  -0.791
C -1.067 0.801 -0.103  0.873
C -0.243 -0.165 0.771  -1.134
C 1.297 -0.128 0.657  0.457
C 1.770 -0.959 -0.530  -0.811
C 1.589 -2.462 -0.355  0.581
C 2.500 -3.011 0.719  -0.380
F 2.744 -4.394 0.470  -0.390
C 1.848 1.274 0.417  -0.406
C 1.739 2.309 1.512  0.641
C 0.619 2.471 2.323  0.180
C 0.596 3.429 3.322  -1.101
C 1.684 4.262 3.529  -0.640
C 2.807 4.135 2.732  0.601
C 3.996 5.036 2.920  -1.393
C 2.811 3.158 1.740  -0.624
H -3.306 -3.088 0.677  0.195
H -3.754 -2.625 2.328  0.245
H -4.826 -3.672 1.369  0.306
H -3.099 -0.683 0.999  0.301
H -4.553 0.288 0.834  0.020
H -4.533 -1.247 -1.482  0.500
H -4.097 0.449 -1.429  0.193
H -2.464 -1.270 -2.535  0.296
H -2.042 -1.737 -0.904  -0.086
H -0.564 0.084 -2.098  0.241
H -1.979 1.109 -1.997  0.112
H -0.592 1.774 -0.207  0.386
H -2.017 1.015 0.405  -0.596
H -0.579 -1.183 0.548  0.526
H -0.542 -0.013 1.814  0.161
H 2.850 -0.790 -0.633  0.453
H 1.339 -0.648 -1.512  -0.157
H 0.557 -2.730 -0.117  -0.237
H 1.838 -2.985 -1.288  -0.004
H 2.058 -2.954 1.709  0.331
H 3.471 -2.519 0.706  0.108
H 2.921 1.162 0.231  0.237
H 1.453 1.729 -0.529  -0.306
H -0.253 1.856 2.181  0.026
H -0.286 3.531 3.944  0.483
H 1.662 5.009 4.314  0.339
H 4.004 5.833 2.173  0.283
H 4.927 4.477 2.828  0.228
H 3.975 5.503 3.905  0.373
H 3.694 3.031 1.121  0.486
C -5.622 3.047 5.677  -1.480
C -5.061 4.007 4.633  0.257
C -4.595 3.326 3.341  -0.384
O -3.361 2.654 3.431  -0.054
C -3.410 1.345 3.972  -0.739
N -4.010 4.822 5.249  -0.788
H -4.826 2.509 6.192  0.289
H -6.180 3.601 6.432  0.366
H -6.293 2.315 5.223  0.341
H -5.870 4.685 4.341  0.459
H -4.438 4.107 2.591  -0.023
H -5.371 2.650 2.952  0.439
H -4.339 0.837 3.696  0.384
H -3.309 1.351 5.061  0.249
H -2.569 0.793 3.554  0.076
H -3.716 5.544 4.599  0.293
H -3.189 4.234 5.367  0.339
C 0.172 -8.541 -0.956  -1.629
C 0.098 -7.102 -1.457  0.397
C 0.095 -6.045 -0.348  0.158
O -1.141 -5.911 0.335  -0.249
C -1.354 -6.827 1.385  -0.800
N -1.045 -6.960 -2.364  -0.713
H -0.792 -8.882 -0.577  0.287
H 0.451 -9.208 -1.773  0.389
H 0.911 -8.646 -0.160  0.338
H 1.004 -6.912 -2.042  0.388
H 0.278 -5.073 -0.809  -0.475
H 0.907 -6.209 0.371  0.516
H -0.420 -7.053 1.910  0.349
H -1.799 -7.763 1.034  0.248
H -2.046 -6.363 2.088  0.236
H -1.018 -6.028 -2.773  0.183
H -1.887 -6.963 -1.795  0.358
C -0.152 -2.303 -4.316  -1.245
C 0.536 -3.635 -4.591  0.935
C 1.494 -3.617 -5.786  -0.987
O 0.864 -3.608 -7.054  -0.408
C 0.440 -2.338 -7.507  -0.648
N -0.491 -4.678 -4.715  -0.619
H -0.984 -2.127 -4.999  0.341
H -0.556 -2.302 -3.304  -0.022
H 0.542 -1.464 -4.393  0.386
H 1.147 -3.871 -3.714  0.045
H 2.088 -4.535 -5.765  0.389
H 2.191 -2.772 -5.708  0.456
H 1.135 -1.553 -7.193  0.294
H -0.561 -2.087 -7.149  0.231
H 0.417 -2.372 -8.597  0.267
H -0.043 -5.590 -4.769  0.305
H -0.939 -4.561 -5.620  0.256
C 8.931 0.420 0.617  -1.454
C 7.915 0.743 1.707  0.295
C 6.494 0.988 1.188  -0.604
O 6.307 2.240 0.560  -0.248
C 6.679 2.312 -0.800  -0.860
N 8.418 1.859 2.515  -0.754
H 9.233 1.317 0.074  0.300
H 9.831 -0.008 1.058  0.368
H 8.527 -0.295 -0.102  0.336
H 7.850 -0.130 2.365  0.414
H 5.811 0.989 2.040  0.368
H 6.173 0.179 0.518  0.354
H 6.501 1.360 -1.310  0.384
H 7.728 2.596 -0.926  0.229
H 6.059 3.077 -1.266  0.276
H 7.808 1.994 3.315  0.295
H 8.314 2.708 1.966  0.322
C -3.877 5.917 -2.189  -1.558
C -4.021 5.088 -0.918  0.296
C -2.697 4.821 -0.192  -0.335
O -1.895 3.835 -0.791  0.103
C -1.083 4.242 -1.871  -0.968
N -4.742 3.851 -1.232  -0.760
H -3.484 5.319 -3.012  0.284
H -4.850 6.298 -2.501  0.384
H -3.209 6.767 -2.034  0.338
H -4.644 5.659 -0.220  0.481
H -2.927 4.427 0.803  -0.247
H -2.129 5.751 -0.048  0.480
H -0.723 5.267 -1.732  0.397
H -1.607 4.171 -2.830  0.248
H -0.226 3.568 -1.897  0.236
H -4.945 3.351 -0.371  0.303
H -4.103 3.239 -1.734  0.325

Charge: -1
HOMO-LUMO gap, eV: 4.27

DFT (ωB97M-V/def2-TZVPD) results for a gas-phase ion, C3H9NS2 (charge +1).

Each line ends with the natural charge from an NBO analysis.
Positions of all 15 atoms, in Å:
N 1.002 -1.126 0.924  -0.868
C -0.061 -0.211 0.579  -0.040
C -1.470 -0.802 0.725  -0.646
C 0.242 0.227 -0.870  -0.605
S 1.719 1.093 -1.354  0.590
S 1.340 2.896 -1.995  0.175
H 1.150 -1.322 1.903  0.397
H 1.090 -1.957 0.358  0.377
H 0.061 0.747 1.107  0.204
H -1.925 -0.412 1.635  0.245
H -2.101 -0.672 -0.171  0.221
H -1.463 -1.895 0.767  0.238
H 0.267 -0.684 -1.501  0.275
H -0.639 0.777 -1.264  0.263
H 0.789 3.341 -0.843  0.176

Charge: +1
HOMO-LUMO gap (alpha / beta), eV: 8.94 / 4.91
Spin multiplicity: 2

DFT (ωB97M-V/def2-TZVPD) results for a molecular structure, C25H33FN3O3RuS2.

Each line ends with the natural charge from an NBO analysis.
Positions of all 68 atoms, in Å:
Ru 3.874 0.611 0.027  0.573
C 7.513 3.245 -1.197  -0.640
C 6.140 2.645 -1.030  -0.196
S 6.070 1.110 -0.218  -0.053
C 5.022 3.206 -1.520  -0.231
C 4.977 4.512 -2.260  -0.634
S 3.496 2.380 -1.289  -0.101
H 8.262 2.591 -0.754  0.223
H 7.585 4.218 -0.707  0.208
H 7.766 3.381 -2.251  0.204
H 5.968 4.810 -2.603  0.208
H 4.588 5.316 -1.628  0.204
H 4.322 4.440 -3.130  0.210
F -2.416 0.456 -2.753  -0.326
C -2.120 0.216 -1.458  0.395
C -0.817 0.230 -1.042  -0.199
C -0.517 0.037 0.306  -0.141
C 0.905 0.073 0.713  0.574
O 1.743 0.175 -0.180  -0.581
C 1.151 -0.031 2.128  -0.309
C 0.099 -0.234 2.952  0.115
N -1.209 -0.353 2.567  -0.392
C -2.235 -0.550 3.558  -0.071
C -2.992 -1.850 3.561  -0.433
C -1.993 -1.553 4.639  -0.404
C -1.539 -0.170 1.243  0.270
C -2.866 -0.183 0.803  -0.277
C -3.144 0.001 -0.540  0.031
N -4.563 0.001 -0.917  -0.365
C -4.947 -0.604 -2.239  -0.223
C -6.489 -0.598 -2.315  -0.250
N -7.009 -0.281 -0.993  -0.644
C -6.740 1.109 -0.643  -0.245
C -5.222 1.344 -0.790  -0.224
C 2.534 0.038 2.807  0.799
O 2.518 -0.061 4.031  -0.687
O 3.550 0.194 2.073  -0.699
H -0.003 0.403 -1.736  0.288
H 0.304 -0.317 4.011  0.263
H -2.776 0.352 3.824  0.212
H -2.706 -2.582 2.818  0.229
H -4.046 -1.826 3.806  0.219
H -1.060 -2.097 4.615  0.243
H -2.351 -1.308 5.628  0.233
H -3.674 -0.350 1.504  0.231
H -4.520 -1.606 -2.258  0.234
H -4.497 -0.013 -3.026  0.248
H -6.844 -1.581 -2.615  0.233
H -6.817 0.122 -3.076  0.187
H -5.054 -0.602 -0.246  0.460
H -7.988 -0.508 -0.900  0.398
H -7.048 1.272 0.389  0.220
H -7.274 1.827 -1.276  0.198
H -4.786 1.851 0.066  0.244
H -4.963 1.897 -1.692  0.228
C 3.691 -3.820 -0.074  -0.597
C 3.195 -2.403 -0.366  -0.240
C 2.563 -2.345 -1.756  -0.607
C 4.329 -1.396 -0.233  -0.565
H 2.887 -4.556 -0.169  0.187
H 4.101 -3.888 0.935  0.208
H 4.484 -4.095 -0.775  0.198
H 2.419 -2.177 0.378  0.169
H 3.288 -2.677 -2.505  0.200
H 2.274 -1.325 -2.009  0.218
H 1.686 -2.996 -1.831  0.181
H 5.024 -1.529 -1.069  0.195
H 4.897 -1.595 0.686  0.201

Charge: 0
HOMO-LUMO gap (alpha / beta), eV: 4.00 / 4.22
Spin multiplicity: 2